No. 1
The following is a DFT calculation (ωB97M-V with the def2-TZVPD basis set) of C27H29AsINOPPd as an isolated structure.

Element x y z (Å)
Pd  -0.293  0.795  0.112
C  4.821  -2.515  1.547
C  3.628  -2.405  2.250
C  2.504  -1.890  1.627
C  2.571  -1.491  0.292
C  3.768  -1.600  -0.411
C  4.892  -2.112  0.221
P  1.062  -0.893  -0.476
C  1.435  -0.050  -2.032
C  0.874  -0.403  -3.255
C  1.018  0.436  -4.351
C  1.717  1.629  -4.237
C  2.288  1.986  -3.023
C  2.147  1.152  -1.924
C  -0.029  -2.271  -0.804
C  0.325  -3.522  -1.231
C  -0.677  -4.497  -1.417
C  -1.981  -4.203  -1.130
C  -2.364  -2.929  -0.641
C  -3.689  -2.644  -0.227
C  -3.975  -1.441  0.341
C  -2.979  -0.438  0.472
C  -1.705  -0.655  0.035
C  -1.368  -1.937  -0.497
H  5.699  -2.916  2.036
H  3.575  -2.718  3.284
H  1.573  -1.798  2.176
H  3.824  -1.290  -1.447
H  5.822  -2.200  -0.325
H  0.318  -1.328  -3.347
H  0.585  0.153  -5.301
H  1.825  2.277  -5.096
H  2.849  2.907  -2.933
H  2.616  1.422  -0.982
H  1.365  -3.767  -1.416
H  -0.406  -5.484  -1.766
H  -2.745  -4.962  -1.242
H  -4.453  -3.403  -0.338
H  -4.976  -1.230  0.695
H  -3.258  0.494  0.943
N  1.239  2.117  4.077
C  0.070  1.462  3.944
O  -0.440  1.208  2.862
C  -0.672  1.094  5.212
I  0.532  0.318  6.784
H  1.760  2.352  3.250
H  1.692  2.189  4.972
H  -1.409  0.340  4.963
H  -1.166  1.975  5.614
C  -0.823  4.147  -0.843
As  -1.837  2.566  -0.355
C  -3.043  3.296  0.972
C  -2.957  2.300  -1.907
H  -1.486  4.929  -1.211
H  -0.102  3.890  -1.617
H  -0.290  4.514  0.034
H  -3.418  4.257  0.620
H  -2.499  3.430  1.905
H  -3.884  2.627  1.142
H  -3.604  3.162  -2.065
H  -3.556  1.403  -1.763
H  -2.312  2.160  -2.774

net charge: +1
electronic energy: -113710.726 eV
LUMO level: -3.30 eV
relative energy (zero: lowest compared OMol25 entry of this formula, charge and spin): 12.0 kcal/mol
gap between HOMO and LUMO: 0.27479 hartree
HOMO: -10.773 eV

=====

No. 2
The following is a DFT calculation (ωB97M-V with the def2-TZVPD basis set) of C27H29CoF6N2O6PS2Si as an isolated structure.

Element x y z (Å)
Co  -0.002  -0.151  -0.145
O  -4.906  -2.382  -0.146
C  -4.717  -1.849  1.070
C  -5.769  -1.991  1.976
C  -5.674  -1.465  3.243
C  -4.525  -0.782  3.660
C  -3.478  -0.649  2.787
C  -3.545  -1.178  1.482
C  -2.383  -0.993  0.637
O  -1.315  -0.533  1.095
N  -2.468  -1.360  -0.700
N  -1.418  -0.955  -1.374
C  -1.388  -1.407  -2.635
S  -2.497  -2.618  -3.148
C  -1.643  -2.894  -4.723
C  -1.108  -1.555  -5.178
S  -0.282  -0.793  -3.759
H  -4.138  -2.173  -0.708
H  -6.654  -2.518  1.647
H  -6.508  -1.577  3.925
H  -4.464  -0.368  4.656
H  -2.576  -0.127  3.076
H  -2.361  -3.312  -5.427
H  -0.838  -3.609  -4.550
H  -1.908  -0.885  -5.495
H  -0.371  -1.652  -5.973
O  1.371  0.073  -1.442
C  2.529  -0.748  -1.168
C  2.033  -1.754  -0.099
O  2.775  -2.473  0.516
O  0.718  -1.809  -0.038
C  3.714  0.082  -0.694
C  4.932  -0.556  -0.474
C  6.033  0.169  -0.053
C  5.943  1.544  0.125
C  4.740  2.185  -0.111
C  3.625  1.455  -0.505
C  2.884  -1.470  -2.467
C  3.042  -2.844  -2.549
C  3.360  -3.440  -3.767
C  3.524  -2.667  -4.904
C  3.377  -1.286  -4.823
C  3.066  -0.695  -3.612
H  1.591  1.006  -1.605
H  5.015  -1.623  -0.624
H  6.968  -0.343  0.135
H  6.806  2.110  0.452
H  4.654  3.255  0.024
H  2.691  1.993  -0.622
H  2.917  -3.460  -1.667
H  3.486  -4.514  -3.817
H  3.781  -3.133  -5.847
H  3.519  -0.669  -5.702
H  2.962  0.383  -3.556
F  -0.969  1.563  -0.419
P  -1.026  2.928  -1.495
F  -2.438  3.263  -0.850
F  -0.265  3.760  -0.377
F  0.426  2.456  -2.094
F  -1.729  1.931  -2.554
F  -1.085  4.145  -2.506
C  0.656  2.027  3.461
Si  1.449  0.549  2.647
C  3.294  0.629  2.882
C  0.823  -1.029  3.433
O  1.097  0.537  1.042
H  0.871  2.044  4.532
H  -0.428  2.010  3.325
H  1.025  2.957  3.022
H  3.529  0.548  3.947
H  3.712  1.568  2.515
H  3.791  -0.190  2.355
H  1.004  -1.059  4.510
H  1.324  -1.886  2.973
H  -0.249  -1.142  3.261

net charge: 0
electronic energy: -136511.848 eV
LUMO level (spin up / spin down): -1.20 / -3.40 eV
relative energy (zero: lowest compared OMol25 entry of this formula, charge and spin): 0.0 kcal/mol
gap between HOMO and LUMO (spin up / spin down): 0.29144 / 0.21040 hartree
HOMO (spin up / spin down): -9.126 / -9.127 eV
spin multiplicity: 2

=====

No. 3
The following is a DFT calculation (ωB97M-V with the def2-TZVPD basis set) of one molecule with the formula C27H29FN8O3.

Element x y z (Å)
C  -0.485  -5.879  -0.945
N  -0.659  -4.643  -0.225
C  0.344  -4.053  0.449
O  1.481  -4.514  0.458
C  -0.001  -2.786  1.154
C  -1.249  -2.551  1.723
C  -1.582  -1.377  2.364
C  -0.627  -0.376  2.443
C  0.628  -0.568  1.912
C  0.965  -1.762  1.268
N  2.231  -1.974  0.771
C  3.057  -1.028  0.236
N  2.627  0.219  0.158
C  3.383  1.163  -0.397
N  4.626  1.021  -0.848
C  5.067  -0.235  -0.762
N  6.278  -0.689  -1.160
C  6.342  -2.044  -0.935
C  5.178  -2.477  -0.380
C  4.339  -1.338  -0.252
H  4.938  -3.482  -0.096
H  7.226  -2.596  -1.191
H  6.996  -0.123  -1.579
N  2.827  2.407  -0.480
C  1.506  2.722  -0.201
C  0.475  1.796  -0.371
C  -0.811  2.167  -0.040
C  -1.104  3.452  0.415
C  -0.099  4.386  0.543
C  1.207  4.021  0.238
O  2.238  4.947  0.357
C  2.804  4.993  1.651
H  2.060  5.283  2.401
H  3.231  4.024  1.936
H  3.594  5.741  1.614
H  -0.303  5.391  0.880
C  -2.575  3.584  0.676
H  -3.028  4.299  -0.013
H  -2.779  3.925  1.691
C  -3.101  2.159  0.435
N  -1.977  1.394  -0.102
C  -2.065  0.121  -0.553
O  -1.110  -0.536  -0.924
C  -3.475  -0.467  -0.581
N  -4.359  0.285  -1.459
C  -3.876  0.274  -2.826
H  -4.516  0.913  -3.433
H  -2.861  0.667  -2.854
H  -3.870  -0.736  -3.262
C  -5.719  -0.210  -1.382
H  -6.355  0.403  -2.018
H  -5.808  -1.258  -1.704
H  -6.073  -0.130  -0.355
H  -3.375  -1.519  -0.900
H  -3.893  -0.453  0.430
H  -3.429  1.699  1.374
H  -3.931  2.132  -0.272
H  0.684  0.806  -0.729
H  3.451  3.176  -0.678
H  2.445  -2.952  0.572
H  1.370  0.208  1.977
H  -0.862  0.555  2.938
H  -2.567  -1.265  2.789
F  -2.206  -3.516  1.675
H  -1.571  -4.220  -0.246
H  0.552  -6.188  -0.827
H  -1.142  -6.652  -0.541
H  -0.705  -5.740  -2.005

net charge: 0
structure (SMILES): CNC(=O)c1c(F)cccc1Nc1nc(Nc2cc3c(cc2OC)CCN3C(=O)CN(C)C)nc2[nH]ccc12
electronic energy: -49252.563 eV
LUMO level: 0.66 eV
relative energy (zero: lowest compared OMol25 entry of this formula, charge and spin): 0.0 kcal/mol
gap between HOMO and LUMO: 0.28381 hartree
HOMO: -7.068 eV

=====

No. 4
The following is a DFT calculation (ωB97M-V with the def2-TZVPD basis set) of C27H29FeN5O5Se2 as an isolated structure.

Element x y z (Å)
Fe  0.444  -0.629  0.065
O  1.887  2.212  5.570
C  1.563  3.132  4.694
O  1.534  4.318  4.978
C  1.248  2.684  3.309
C  1.053  3.541  2.249
N  0.842  2.777  1.164
N  0.875  1.477  1.437
C  1.117  1.393  2.722
C  1.157  -0.003  3.242
O  1.549  -0.185  4.425
O  0.784  -0.868  2.429
H  1.889  1.245  5.162
H  1.061  4.618  2.215
H  0.693  3.053  0.210
Se  1.056  -3.490  0.883
Se  2.451  -2.525  -2.901
C  0.585  -2.532  -2.821
C  -0.106  -3.049  -3.958
C  -1.471  -3.143  -3.989
C  -2.198  -2.753  -2.862
C  -1.486  -2.268  -1.792
N  -0.149  -2.121  -1.745
C  2.550  -2.392  0.744
C  3.831  -2.721  1.227
C  4.855  -1.814  1.109
C  4.620  -0.577  0.491
C  3.351  -0.311  0.041
N  2.353  -1.193  0.180
H  0.499  -3.368  -4.794
H  -1.979  -3.528  -4.868
H  -3.278  -2.826  -2.817
H  -2.015  -1.977  -0.897
H  3.969  -3.682  1.699
H  5.838  -2.048  1.502
H  5.407  0.153  0.362
H  3.079  0.599  -0.478
C  0.326  2.839  -2.218
C  0.683  1.360  -2.493
C  -0.506  0.740  -3.243
C  1.904  1.364  -3.421
O  1.012  0.664  -1.338
H  0.091  3.368  -3.147
H  1.184  3.341  -1.757
H  -0.543  2.897  -1.562
H  -0.869  1.401  -4.038
H  -1.315  0.547  -2.537
H  -0.214  -0.210  -3.687
H  1.677  1.872  -4.366
H  2.211  0.334  -3.618
H  2.737  1.884  -2.931
C  -1.927  -2.354  2.165
C  -2.855  -1.243  1.802
C  -4.118  -1.172  2.363
C  -5.008  -0.147  2.051
C  -4.625  0.841  1.148
C  -3.380  0.821  0.554
C  -2.963  1.900  -0.395
C  -2.441  -0.227  0.863
N  -1.256  -0.205  0.267
H  -2.421  -3.074  2.821
H  -1.030  -1.977  2.660
H  -1.565  -2.878  1.282
H  -4.415  -1.939  3.070
H  -5.991  -0.123  2.505
H  -5.312  1.645  0.904
H  -3.825  2.474  -0.742
H  -2.440  1.472  -1.247
H  -2.265  2.587  0.093

net charge: -2
electronic energy: -211238.986 eV
LUMO level (spin up / spin down): 4.34 / 4.02 eV
relative energy (zero: lowest compared OMol25 entry of this formula, charge and spin): 89.4 kcal/mol
gap between HOMO and LUMO (spin up / spin down): 0.20414 / 0.19190 hartree
HOMO (spin up / spin down): -1.211 / -1.203 eV
spin multiplicity: 5

=====

No. 5
The following is a DFT calculation (ωB97M-V with the def2-TZVPD basis set) of C27H29GeN3O2Pt as an isolated structure.

Element x y z (Å)
Pt  -0.759  -0.002  0.347
C  -0.401  -3.100  3.476
O  -1.730  -2.516  3.462
C  -1.676  -1.530  2.569
N  -0.605  -1.440  1.850
C  0.242  -2.607  2.175
C  1.725  -2.334  2.237
C  2.365  -1.896  3.390
C  3.740  -1.697  3.402
C  4.487  -1.926  2.257
C  3.853  -2.347  1.097
C  2.483  -2.550  1.089
C  -2.815  -0.628  2.342
C  -4.014  -0.576  2.996
C  -4.968  0.371  2.513
C  -4.691  1.171  1.433
C  -3.437  1.063  0.795
N  -2.534  0.165  1.304
C  -2.900  1.699  -0.343
N  -1.664  1.425  -0.748
C  -1.442  2.043  -2.048
C  -2.629  3.028  -2.116
O  -3.575  2.560  -1.126
C  -1.408  1.032  -3.170
C  -0.503  1.181  -4.213
C  -0.474  0.269  -5.259
C  -1.353  -0.804  -5.266
C  -2.258  -0.961  -4.224
C  -2.284  -0.049  -3.181
H  -0.504  -4.179  3.533
H  0.103  -2.731  4.368
H  0.075  -3.338  1.378
H  1.807  -1.687  4.294
H  4.222  -1.353  4.307
H  5.558  -1.771  2.267
H  4.426  -2.521  0.195
H  1.989  -2.869  0.180
H  -4.224  -1.226  3.832
H  -5.929  0.449  3.003
H  -5.424  1.875  1.060
H  -0.501  2.592  -2.043
H  -3.131  3.035  -3.081
H  -2.329  4.040  -1.842
H  0.195  2.010  -4.197
H  0.242  0.391  -6.062
H  -1.329  -1.520  -6.078
H  -2.940  -1.801  -4.222
H  -2.975  -0.188  -2.358
C  1.924  2.992  -1.081
Ge  2.377  1.202  -0.379
C  2.680  1.452  1.544
C  4.050  0.675  -1.267
C  0.966  -0.071  -0.666
H  2.728  3.691  -0.845
H  1.005  3.359  -0.620
H  1.793  2.978  -2.165
H  3.402  2.248  1.738
H  3.046  0.532  1.998
H  1.734  1.714  2.020
H  4.789  1.475  -1.198
H  3.869  0.464  -2.323
H  4.471  -0.220  -0.808
H  1.061  -0.743  -1.523

net charge: 0
electronic energy: -96795.884 eV
LUMO level (spin up / spin down): -0.01 / 0.10 eV
relative energy (zero: lowest compared OMol25 entry of this formula, charge and spin): 0.0 kcal/mol
gap between HOMO and LUMO (spin up / spin down): 0.20709 / 0.30037 hartree
HOMO (spin up / spin down): -5.649 / -8.070 eV
spin multiplicity: 3

=====

No. 6
The following is a DFT calculation (ωB97M-V with the def2-TZVPD basis set) of C27H29MoN3O8S2 as an isolated structure.

Element x y z (Å)
Mo  0.264  0.063  -0.205
C  2.437  1.262  -2.012
N  1.504  0.106  -2.163
C  0.744  0.366  -3.418
C  -0.509  -0.457  -3.691
C  -1.695  -0.248  -2.758
N  -1.457  -0.719  -1.382
C  -2.339  -1.517  -0.897
C  -2.392  -2.099  0.415
C  -3.300  -3.151  0.631
C  -3.431  -3.737  1.864
C  -2.663  -3.245  2.929
C  -1.789  -2.198  2.756
C  -1.628  -1.599  1.491
O  -0.810  -0.591  1.374
C  2.388  -1.085  -2.284
C  1.772  -2.458  -2.543
C  0.631  -2.873  -1.604
N  0.729  -2.141  -0.346
C  1.201  -2.779  0.665
C  1.678  -2.165  1.875
C  1.819  -2.895  3.061
C  2.356  -2.297  4.178
C  2.790  -0.968  4.101
C  2.698  -0.242  2.931
C  2.130  -0.835  1.801
O  2.054  -0.184  0.647
H  3.091  1.304  -2.889
H  3.031  1.133  -1.112
H  1.873  2.185  -1.933
H  1.445  0.227  -4.250
H  0.472  1.420  -3.405
H  -0.288  -1.519  -3.785
H  -0.849  -0.141  -4.681
H  -2.550  -0.796  -3.164
H  -1.968  0.804  -2.720
H  -3.156  -1.814  -1.559
H  -3.899  -3.498  -0.204
H  -4.124  -4.553  2.019
H  -2.765  -3.691  3.911
H  -1.203  -1.802  3.575
H  2.957  -1.119  -1.356
H  3.098  -0.884  -3.095
H  2.602  -3.159  -2.423
H  1.446  -2.557  -3.579
H  0.678  -3.948  -1.410
H  -0.332  -2.667  -2.058
H  1.308  -3.863  0.580
H  1.485  -3.926  3.093
H  2.447  -2.846  5.104
H  3.207  -0.494  4.981
H  3.015  0.791  2.874
O  1.509  3.164  2.612
S  0.995  2.921  1.293
O  1.881  3.130  0.182
O  0.347  1.558  1.252
C  -0.404  4.011  1.083
C  -0.692  4.857  2.142
C  -1.767  5.732  2.075
C  -2.568  5.754  0.948
C  -2.293  4.903  -0.113
C  -1.212  4.035  -0.057
S  -0.953  3.090  -1.549
O  0.108  3.705  -2.295
O  -2.237  3.005  -2.198
O  -0.551  1.702  -1.122
H  -0.060  4.813  3.017
H  -1.976  6.389  2.909
H  -3.413  6.427  0.888
H  -2.918  4.900  -0.994

net charge: 0
electronic energy: -72848.319 eV
LUMO level (spin up / spin down): -0.54 / -0.55 eV
relative energy (zero: lowest compared OMol25 entry of this formula, charge and spin): 0.0 kcal/mol
gap between HOMO and LUMO (spin up / spin down): 0.27033 / 0.29540 hartree
HOMO (spin up / spin down): -7.900 / -8.590 eV
spin multiplicity: 3